The following is a DFT calculation (ωB97M-V/def2-TZVPD) of a cluster of 8 separate species, C29H51N2O21S in total.

Positions of all 104 atoms, in Å:
C 12.42785 -2.16308 9.92702
C 11.25934 -1.90784 9.86622
C 9.85924 -1.69478 9.91879
C 8.97552 -2.75155 10.20062
N 7.67544 -2.61483 10.24860
N 7.18142 -1.41753 10.00527
C 5.69957 -1.35150 10.02583
C 5.15150 -1.52257 8.62026
C 7.91168 -0.32504 9.74288
S 7.20248 1.25979 9.39160
C 9.29431 -0.45264 9.69731
H 13.49017 -2.23734 9.94648
H 9.38501 -3.73521 10.37908
H 5.35920 -0.46098 10.54021
H 5.37436 -2.20110 10.61867
H 5.38732 -2.53854 8.29987
H 4.06836 -1.45282 8.59482
H 5.58070 -0.84314 7.88742
H 7.02080 1.67175 10.65880
H 9.92089 0.40133 9.49567
C 6.59578 -2.46056 4.59891
O 5.27202 -1.93319 4.71680
C 4.65495 -1.75878 3.54258
O 5.13111 -2.00572 2.46662
O 3.44513 -1.26679 3.77523
C 2.66738 -1.02506 2.59394
H 6.98071 -2.55392 5.61189
H 6.57996 -3.44201 4.12947
H 7.23211 -1.78384 4.03141
H 2.49990 -1.95178 2.04915
H 3.15804 -0.29299 1.95575
H 1.70910 -0.63065 2.91767
C -3.95108 -2.13804 2.51614
O -2.53386 -2.06112 2.71242
C -2.05922 -2.92038 3.60979
O -2.70009 -3.71818 4.23861
O -0.73633 -2.74409 3.69555
C -0.09464 -3.61122 4.63119
H -4.20392 -1.39200 1.76798
H -4.23706 -3.12216 2.15137
H -4.48044 -1.91167 3.43920
H -0.22949 -4.65340 4.34816
H -0.47514 -3.44325 5.63713
H 0.96496 -3.36852 4.60500
C -6.89123 2.64104 -2.24495
O -5.47412 2.71576 -2.04814
C -4.99795 1.86313 -1.14942
O -5.63368 1.06288 -0.51440
O -3.67490 2.04235 -1.06692
C -3.03072 1.17893 -0.13195
H -7.13865 3.38070 -2.99992
H -7.17310 1.65430 -2.60555
H -7.41732 2.87493 -1.32134
H -3.16653 0.13631 -0.41491
H -3.41095 1.34914 0.87407
H -1.97167 1.41950 -0.15748
C -4.42693 0.38382 -5.07094
O -5.56704 1.16272 -5.43162
C -6.11497 0.82842 -6.60222
O -5.72801 -0.04304 -7.33489
O -7.15945 1.62601 -6.80973
C -7.85589 1.38701 -8.03790
H -4.08949 0.76432 -4.11015
H -4.69381 -0.66710 -4.97196
H -3.63189 0.50227 -5.80476
H -8.25803 0.37649 -8.06326
H -7.20037 1.54841 -8.89085
H -8.67388 2.10063 -8.07314
C -3.48826 5.67129 -1.56160
O -4.15743 6.93459 -1.52218
C -5.04774 7.11209 -2.49689
O -5.31708 6.32040 -3.36131
O -5.59148 8.31996 -2.34705
C -6.57360 8.64672 -3.33257
H -2.79967 5.65324 -0.72110
H -4.19532 4.85192 -1.45760
H -2.92267 5.56294 -2.48521
H -7.40617 7.94698 -3.29228
H -6.13361 8.64797 -4.32788
H -6.92837 9.64473 -3.09284
C -5.29181 -2.86366 -10.33375
O -6.14017 -3.10523 -11.46149
C -7.12071 -2.21592 -11.59876
O -7.32168 -1.27883 -10.87216
O -7.83661 -2.54300 -12.67440
C -8.93062 -1.66395 -12.94064
H -4.54463 -3.65193 -10.33918
H -4.80098 -1.89681 -10.42221
H -5.86081 -2.90774 -9.40749
H -8.57454 -0.65240 -13.12664
H -9.63616 -1.66640 -12.11187
H -9.41983 -2.04433 -13.83244
C 8.97093 0.38630 -3.01983
O 7.75928 -0.32282 -2.75355
C 7.62504 -0.72881 -1.49160
O 8.41985 -0.54417 -0.60472
O 6.46596 -1.36907 -1.38031
C 6.19107 -1.86353 -0.06178
H 8.94551 0.65241 -4.07228
H 9.02646 1.29189 -2.41872
H 9.83607 -0.24512 -2.82699
H 6.14475 -1.04630 0.64477
H 6.95226 -2.58138 0.23808
H 5.22731 -2.35745 -0.10450

The charge is +1. The value obtained for the HOMO energy is -0.42005 Ha. The value obtained for the calculated total energy is -3223.05761 a.u.


The following is a DFT calculation (ωB97M-V/def2-TZVPD) of a structure of composition C35H45AsN5O2PtS2.

Positions of all 91 atoms, in Å:
Pt -0.11832 -0.18004 -0.38017
C 4.09172 -2.10833 4.06835
C 3.16297 -2.90137 3.15940
N 3.03627 -2.30999 1.81686
C 3.95949 -2.77901 0.77351
C 5.23440 -1.95725 0.65934
C 2.16645 -1.31537 1.63071
S 2.13084 -0.56724 0.02553
N 1.49951 -0.86169 2.66608
C 0.29330 -0.29347 2.68666
O -0.60836 -0.43916 1.82292
C -0.02756 0.51294 3.89557
C -1.23079 1.21302 3.94051
C -1.52225 2.02266 5.02614
C -0.61519 2.13479 6.07171
C 0.58196 1.43133 6.03482
C 0.87522 0.62055 4.95097
H 4.07963 -2.53997 5.06918
H 3.76257 -1.07189 4.13640
H 5.11883 -2.12335 3.70821
H 2.16847 -2.95738 3.59617
H 3.52878 -3.91847 3.02352
H 3.42950 -2.78513 -0.17922
H 4.19354 -3.81466 1.01722
H 5.01163 -0.91516 0.43582
H 5.85142 -2.35107 -0.14859
H 5.82068 -1.99093 1.57556
H -1.92436 1.11696 3.11585
H -2.45691 2.56663 5.05996
H -0.84335 2.76772 6.91921
H 1.28404 1.51384 6.85375
H 1.80152 0.06336 4.91284
C -1.36114 3.94481 -4.01671
C -2.66672 3.18946 -3.83172
N -2.75405 2.52999 -2.51772
C -3.68498 3.12511 -1.54992
C -3.39959 4.59020 -1.26118
C -2.13461 1.36225 -2.35984
S -2.28454 0.53991 -0.78802
N -1.54481 0.82137 -3.40161
C -0.41116 0.13066 -3.45539
O 0.48917 0.11732 -2.57663
C -0.17199 -0.62969 -4.71516
C 1.10006 -1.13453 -4.97384
C 1.33713 -1.86252 -6.12824
C 0.30237 -2.09888 -7.02390
C -0.96718 -1.59705 -6.76976
C -1.20328 -0.85628 -5.62300
H -1.34788 4.42512 -4.99497
H -0.51336 3.26146 -3.96544
H -1.23804 4.71700 -3.25686
H -2.76950 2.42082 -4.59591
H -3.52134 3.85978 -3.90564
H -3.63394 2.55392 -0.62820
H -4.69582 3.00788 -1.95080
H -2.41034 4.72647 -0.82582
H -4.13483 4.95816 -0.54624
H -3.47246 5.21153 -2.15274
H 1.89779 -0.93430 -4.27036
H 2.32916 -2.24210 -6.33415
H 0.48733 -2.66893 -7.92482
H -1.77119 -1.77754 -7.47076
H -2.18498 -0.44927 -5.42209
C -0.20471 3.28443 0.37861
C 1.15968 3.00667 0.50778
C 1.71342 2.73193 1.78386
C 3.03848 2.40182 1.92118
C 3.86588 2.34926 0.79103
C 3.34680 2.64346 -0.47861
C 2.01981 2.96472 -0.61789
C 5.23862 1.96706 0.93301
N 6.34030 1.65909 1.05563
H -0.63453 3.49941 -0.59029
H -0.85385 3.28644 1.24344
H 1.07236 2.78084 2.65534
H 3.45352 2.18088 2.89611
H 3.99880 2.60103 -1.34064
H 1.61067 3.17546 -1.59836
C 0.74454 -3.45871 -2.05714
As -0.53504 -2.69242 -0.81997
C -2.26167 -3.17080 -1.54499
C -0.37346 -3.74088 0.79513
H 0.27600 -4.26508 -2.61932
H 1.59246 -3.84768 -1.49558
H 1.08612 -2.68365 -2.73921
H -2.30704 -4.25218 -1.67146
H -2.39109 -2.68020 -2.50852
H -3.04660 -2.84151 -0.86745
H -0.55679 -4.79210 0.57505
H -1.09426 -3.37775 1.52515
H 0.63116 -3.61860 1.19739

The charge is +1. The calculation puts the relative energy (zero: lowest compared OMol25 entry of this formula, charge and spin) at 0.0 kJ/mol. The multiplicity is 5. The value obtained for the HOMO energy (alpha / beta) is -0.36192 / -0.41457 Ha. The value obtained for the calculated total energy is -4936.18034 a.u.


The following is a DFT calculation (ωB97M-V/def2-TZVPD) of a structure of composition C32H33FeNO4.

Positions of all 71 atoms, in Å:
C -4.68134 -0.25980 4.45243
N -4.52141 0.25365 3.10725
C -5.75407 0.31341 2.34981
C -3.30211 0.20834 2.41249
C -2.90748 -0.96580 1.73305
C -1.87258 -0.91147 0.81158
C -1.12799 0.25602 0.66082
C 0.07122 0.26955 -0.28780
C 1.35367 0.11936 0.42468
C 1.89068 1.30590 1.06406
O 1.69213 2.44048 0.66326
O 2.57774 1.12920 2.27260
C 3.41068 -0.02470 2.32055
C 4.55342 0.08151 1.33391
C 3.86182 -0.39076 3.74016
O 2.58059 -1.20911 2.02168
C 1.48585 -1.08615 1.21488
O 0.71741 -2.03920 1.17614
C -1.43980 1.40158 1.39035
C -2.51198 1.37772 2.27567
H -3.71571 -0.26327 4.97023
H -5.38415 0.38521 4.99506
H -5.10204 -1.27808 4.45222
H -5.57163 0.72619 1.35159
H -6.20853 -0.68178 2.24344
H -6.45446 0.96337 2.88300
H -3.44102 -1.90115 1.91107
H -1.59862 -1.78842 0.21381
H -0.03287 -0.56792 -0.98904
H 0.05600 1.22960 -0.81066
H 4.16344 0.25998 0.31996
H 5.21879 0.91390 1.60602
H 5.12648 -0.85028 1.34710
H 2.98198 -0.58680 4.35891
H 4.44517 -1.31544 3.67997
H 4.48001 0.37174 4.21246
H -0.82880 2.30240 1.24874
H -2.77772 2.26407 2.85566
C 4.21372 2.15075 -5.40783
C 5.03782 1.35048 -4.51225
C 4.91797 1.90812 -3.17262
C 4.00925 3.03609 -3.23484
C 3.58312 3.19514 -4.61689
Fe 3.15576 1.40107 -3.94471
C 1.18967 1.43233 -3.67895
C 1.56232 0.54780 -4.76701
C 2.49037 -0.42296 -4.24505
C 2.67263 -0.19590 -2.80365
C 3.76578 -0.72760 -2.01487
C 3.91444 -1.88708 -1.20676
C 5.25134 -2.25496 -0.87370
C 5.51587 -3.27295 0.01974
C 4.44371 -3.95102 0.62089
C 3.13185 -3.55616 0.35089
C 2.85219 -2.64868 -0.66046
C 1.92151 1.02675 -2.50594
H 4.11674 2.01363 -6.48028
H 5.67504 0.52609 -4.80954
H 5.46002 1.59929 -2.28380
H 3.75531 3.68747 -2.40176
H 2.94596 3.98963 -4.99407
H 0.47296 2.24919 -3.71775
H 1.19788 0.58474 -5.78930
H 2.94211 -1.25154 -4.77352
H 4.74638 -0.35405 -2.34722
H 6.06466 -1.68401 -1.33122
H 6.55322 -3.52019 0.25462
H 4.62488 -4.78221 1.31018
H 2.31459 -3.97569 0.94648
H 1.85244 -2.49349 -1.07776
H 1.91500 1.47740 -1.51593

The charge is -2. The multiplicity is 5. The value obtained for the HOMO energy (alpha / beta) is 0.09887 / -0.08442 Ha. The value obtained for the calculated total energy is -2858.39178 a.u.


The following is a DFT calculation (ωB97M-V/def2-TZVPD) of a structure of composition C19H21F2N3OS.

Positions of all 47 atoms, in Å:
F -7.35481 -2.53877 0.07669
C -7.77933 -1.30045 0.13216
O -7.22144 -0.30253 -0.70250
C -5.93318 -0.22093 -0.54566
C -5.06610 -1.20208 -1.31605
C -3.79266 -0.88018 -0.97786
C -3.35852 0.14290 -0.09030
C -4.20552 1.10760 0.28047
C -5.59259 0.88376 0.17305
H -6.21335 1.44126 0.76851
H -3.89681 2.09731 1.03872
N -1.99607 0.51789 -0.22791
C -1.15723 1.38826 0.00250
N 0.12206 1.49447 0.55402
C 0.74718 0.12411 0.63420
C 1.68106 -0.18591 -0.25270
N 2.75608 0.74613 -0.50035
C 2.01653 2.13321 -0.61465
C 1.16393 2.59578 0.37449
H 0.49605 3.46549 0.35998
H 1.53447 2.56745 1.30619
H 2.68442 3.07290 -0.59732
H 1.49585 2.28081 -1.58545
C 3.74193 0.93794 0.58918
C 4.63749 -0.18389 0.00245
C 5.16437 -0.69443 -1.03269
C 5.86072 -2.03674 -1.20054
C 6.22938 -2.47404 -0.14024
C 5.67818 -2.31684 1.26767
C 5.01594 -1.18596 1.40184
H 4.65473 -0.76500 2.27116
H 5.98880 -2.91317 1.88356
H 6.82676 -3.48079 -0.22424
H 6.16544 -2.25345 -2.20944
H 4.77225 -0.16841 -1.86195
H 3.50460 1.16078 1.49827
H 4.45841 1.76966 0.04205
H 2.28063 -1.06796 0.08145
H 1.18293 -0.20980 -1.30385
H -0.07579 -0.54160 0.98113
H 1.38912 0.15682 1.86512
S -1.97595 3.14854 0.15123
H -1.46179 -0.41200 -0.43967
H -3.08317 -1.58508 -1.50236
H -5.55784 -1.78565 -1.83296
F -7.59540 -1.06676 1.44011
H -8.93177 -1.46069 -0.01751

The calculation puts the relative energy (zero: lowest compared OMol25 entry of this formula, charge and spin) at 1575.3 kJ/mol. The value obtained for the HOMO energy is -0.26490 Ha. The value obtained for the calculated total energy is -1573.45575 a.u.


- calculated total energy of number 2 (C35H45AsN5O2PtS2)?
  -4936.18034 a.u.


- What is the calculated total energy in the third record?
  -2858.39178 a.u.


- Which formula does entry 3 have?
  C32H33FeNO4


- Look up the calculated total energy of the fourth one.
  -1573.45575 a.u.